Entry 1:
{
  "formula": "C4H7NO",
  "method": "ωB97M-V with the def2-TZVPD basis set",
  "gap_ev": [8.677, 9.277],
  "homo_energy_ev": [-8.4687, -9.0274],
  "largest_force_ha_per_bohr": 0.06817,
  "e_tot_ha": -286.3095,
  "lumo_energy_ha": [0.00765, 0.00916],
  "species": ["C", "C", "C", "C", "N", "O", "H", "H", "H", "H", "H", "H", "H"],
  "positions_angstrom": [[-2.52595, 0.24212, 0.56049], [-1.25659, 0.18792, 0.46411], [-2.05765, -0.51995, -0.59952], [2.22775, 0.55110, 0.83515], [2.12922, -0.15608, -1.24828], [2.27872, -0.40051, -0.00889], [-3.35804, 0.51311, 1.18525], [-1.95741, -1.53193, -0.60971], [-2.27353, -0.05734, -1.60168], [2.55710, 0.24648, 1.87951], [2.22271, 1.63954, 0.59372], [-0.16852, 0.29638, 0.31945], [2.18219, -1.01084, -1.76960]],
  "nbo_charge": [-0.17, -0.19, -0.44, -0.06, -0.41, -0.19, 0.22, 0.17, 0.16, 0.18, 0.19, 0.25, 0.30]
}


Entry 2:
{
  "formula": "C5H15N2O",
  "method": "ωB97M-V with the def2-TZVPD basis set",
  "gap_ev": [10.695, 7.615],
  "s_squared": 0.761,
  "homo_energy_ev": [-18.6792, -19.3104],
  "multiplicity": 2,
  "largest_force_ha_per_bohr": 0.03966,
  "e_tot_ha": -383.5590,
  "charge": 2,
  "lumo_energy_ha": [-0.29343, -0.42981],
  "species": ["C", "C", "C", "C", "C", "N", "N", "H", "H", "H", "H", "H", "H", "H", "H", "H", "H", "H", "H", "H", "H", "H", "O"],
  "positions_angstrom": [[-1.59070, 0.47036, -1.77767], [-1.84224, -0.20773, -0.41919], [-0.66683, -0.97621, 0.32110], [0.62028, -0.42821, -0.05775], [1.65836, -1.16405, -0.61696], [2.97404, -0.98913, -0.69287], [0.91117, 0.97434, 0.36708], [-2.50023, 1.00984, -2.02562], [-1.22477, -0.27740, -2.47815], [-0.86775, 1.29105, -1.67661], [-2.19224, 0.58392, 0.24899], [-2.60638, -0.97556, -0.52218], [-0.73036, -2.01279, -0.00257], [-0.85151, -0.86654, 1.39208], [1.34081, -2.18910, -0.79192], [3.46346, -1.82166, -1.01174], [3.34515, -0.08968, -0.94027], [0.26555, 1.28204, 1.14107], [1.82820, 1.02138, 0.83082], [0.93313, 1.69982, -0.36959], [-0.14758, 0.94622, 3.46582], [-1.39153, 1.69698, 2.92340], [-0.72804, 1.02211, 2.69274]],
  "nbo_charge": [-0.61, -0.36, -0.52, 0.35, 0.10, -0.57, -0.77, 0.27, 0.23, 0.16, 0.22, 0.26, 0.27, 0.32, 0.26, 0.46, 0.43, 0.50, 0.45, 0.47, 0.51, 0.52, -0.99]
}